Record 1
{"formula": "C33H41BF4N6OOsPS", "method": "the ωB97M-V functional and the def2-TZVPD basis", "species": ["Os", "C", "O", "C", "C", "C", "C", "C", "C", "C", "N", "C", "C", "N", "C", "C", "C", "C", "N", "C", "C", "N", "C", "C", "C", "C", "H", "H", "H", "H", "H", "H", "H", "H", "H", "H", "H", "H", "H", "H", "F", "B", "F", "F", "F", "C", "C", "C", "C", "P", "N", "C", "C", "C", "C", "C", "C", "C", "C", "H", "H", "H", "H", "H", "H", "H", "H", "H", "H", "H", "H", "H", "H", "H", "H", "H", "H", "H", "H", "H", "H", "H", "H", "H", "H", "H", "S", "C", "N"], "positions_angstrom": [[1.2385, 0.8340, -0.2071], [-8.6342, -8.2240, -3.3464], [-8.1510, -7.1750, -4.1574], [-7.1822, -6.3769, -3.6892], [-6.5843, -6.4818, -2.4284], [-5.5692, -5.6206, -2.0797], [-5.1172, -4.6318, -2.9619], [-5.7279, -4.5221, -4.2179], [-6.7431, -5.3755, -4.5709], [-4.0248, -3.7944, -2.5340], [-3.4362, -3.9097, -1.3602], [-2.4622, -2.9773, -1.3311], [-2.4417, -2.2623, -2.5384], [-3.4503, -2.7981, -3.2839], [-1.4958, -1.2421, -2.8037], [-1.3902, -0.5406, -4.0140], [-0.4026, 0.4062, -4.1557], [0.4358, 0.6706, -3.0761], [0.3215, 0.0586, -1.9100], [-0.5964, -0.9154, -1.7524], [-0.6253, -1.6313, -0.4991], [0.2572, -1.2993, 0.4604], [0.3168, -1.9890, 1.5759], [-0.5277, -3.0693, 1.8440], [-1.4825, -3.4047, 0.9130], [-1.5394, -2.6901, -0.2887], [-9.3945, -8.7331, -3.9357], [-9.0820, -7.8325, -2.4292], [-7.8391, -8.9324, -3.0963], [-6.8941, -7.2414, -1.7298], [-5.0875, -5.7024, -1.1196], [-5.4047, -3.7800, -4.9329], [-7.2162, -5.3160, -5.5380], [-3.7423, -2.5206, -4.2049], [-2.0694, -0.7515, -4.8262], [-0.2816, 0.9515, -5.0768], [1.2314, 1.4045, -3.1632], [1.0656, -1.6764, 2.2916], [-0.4242, -3.6203, 2.7653], [-2.1870, -4.2074, 1.0638], [4.4553, -0.7210, -2.4091], [3.5225, -1.3359, -1.6810], [2.3964, -1.6601, -2.3648], [3.9351, -2.2624, -0.8165], [2.9614, -0.1204, -0.7027], [4.2233, 5.1970, 1.2696], [3.8696, 3.7939, 0.7900], [5.1375, 2.9551, 0.6488], [3.2100, 3.8257, -0.5898], [2.6983, 2.8896, 2.0274], [2.0612, 1.6622, 1.2643], [1.2262, 4.0061, 2.5694], [0.6946, 4.7004, 1.3160], [0.1154, 3.0889, 3.0906], [1.5924, 5.0575, 3.6070], [3.6597, 2.1477, 3.5126], [4.5755, 3.1479, 4.2080], [2.6113, 1.6459, 4.5052], [4.4491, 0.9327, 3.0147], [4.9995, 5.6046, 0.6231], [4.6091, 5.1847, 2.2852], [3.3738, 5.8729, 1.2280], [5.7336, 3.3533, -0.1719], [4.8934, 1.9215, 0.4115], [5.7546, 2.9912, 1.5401], [3.9555, 4.1219, -1.3264], [2.3842, 4.5228, -0.6587], [2.8484, 2.8241, -0.8615], [0.4627, 3.9708, 0.5426], [1.3910, 5.4377, 0.9362], [-0.2251, 5.2260, 1.5642], [0.0541, 2.1810, 2.4885], [-0.8443, 3.5972, 3.0186], [0.2576, 2.8177, 4.1304], [2.3877, 5.7091, 3.2601], [1.8868, 4.6163, 4.5539], [0.7141, 5.6738, 3.7906], [4.0373, 4.0357, 4.5257], [5.4115, 3.4524, 3.5839], [4.9867, 2.6730, 5.0978], [2.1136, 2.4656, 5.0125], [3.1026, 1.0445, 5.2687], [1.8752, 1.0250, 4.0003], [5.4246, 1.1979, 2.6230], [3.8960, 0.3991, 2.2423], [4.6150, 0.2476, 3.8433], [-3.1240, 2.2013, -0.3421], [-1.5935, 1.8988, -0.1522], [-0.4364, 1.7020, 0.0278]], "atomic_forces_ev_per_a": [[1.12, -1.95, 4.34], [-0.08, -0.21, 0.22], [-0.07, 0.13, -0.29], [0.46, 0.40, 0.05], [-0.34, -0.24, -0.29], [0.25, 0.43, -0.32], [-0.58, -0.49, -0.14], [0.14, -0.09, 0.38], [-0.21, -0.33, 0.07], [0.42, 0.21, 0.33], [-0.27, -0.32, 0.15], [-0.01, 0.72, -1.23], [0.33, -0.29, 1.10], [-0.20, -0.22, -0.06], [0.24, 0.16, 0.27], [0.33, 0.18, 0.20], [-0.18, -0.28, 0.07], [0.20, 0.27, -0.36], [0.04, 0.20, -0.52], [-0.60, -0.47, -0.31], [-0.60, -0.59, -0.09], [0.72, 2.22, -1.38], [0.45, 0.21, 0.50], [-0.23, -0.01, -0.34], [0.22, 0.14, 0.09], [0.37, 0.44, -0.16], [0.06, 0.05, 0.07], [0.00, -0.05, -0.01], [-0.02, 0.05, 0.00], [-0.06, -0.08, 0.06], [0.01, -0.04, 0.13], [0.01, 0.10, -0.09], [-0.04, 0.04, -0.11], [0.02, -0.02, 0.02], [-0.04, 0.00, -0.08], [0.07, 0.05, -0.06], [-0.16, -0.03, 0.10], [0.00, 0.01, 0.01], [0.04, 0.04, 0.08], [-0.03, -0.12, 0.07], [0.61, 0.47, -0.33], [-0.46, 0.10, -0.07], [-0.58, -0.23, -0.35], [0.28, -0.46, 0.67], [0.19, 0.11, -0.12], [-0.12, -0.01, 0.04], [-0.41, -0.35, 0.25], [-0.02, -0.10, 0.07], [-0.12, -0.05, 0.08], [0.95, 1.42, 0.89], [-1.41, -1.59, -2.61], [0.22, -0.36, -0.21], [0.12, -0.14, -0.13], [0.03, -0.28, -0.01], [0.20, -0.14, 0.00], [-0.24, 0.28, -0.43], [-0.02, 0.05, -0.11], [-0.05, 0.09, -0.09], [-0.01, -0.02, -0.20], [0.07, 0.02, -0.06], [0.09, 0.07, 0.10], [-0.02, 0.08, 0.01], [-0.01, 0.05, -0.06], [0.10, -0.12, -0.04], [0.07, -0.06, 0.08], [0.07, -0.03, -0.04], [-0.11, 0.06, 0.00], [0.15, 0.17, -0.15], [-0.04, 0.09, -0.11], [0.07, 0.11, -0.13], [-0.10, 0.01, 0.12], [-0.15, 0.03, 0.11], [-0.04, 0.14, -0.05], [0.02, -0.07, 0.07], [0.10, 0.14, 0.02], [0.04, -0.03, 0.13], [-0.11, 0.06, 0.02], [-0.02, 0.14, 0.09], [0.06, 0.02, -0.03], [0.06, -0.04, 0.08], [-0.13, 0.05, 0.05], [0.09, -0.04, 0.00], [-0.15, -0.11, 0.07], [0.04, 0.03, -0.08], [0.06, -0.16, 0.00], [-0.02, -0.03, 0.12], [-0.39, 0.05, -0.12], [0.33, 0.02, 0.26], [-1.01, 0.34, -0.26]], "lowdin_charge": [1.573, -0.068, -0.064, -0.270, 0.001, -0.009, -0.161, -0.021, 0.011, -0.242, 0.191, -0.163, -0.117, 0.196, -0.048, 0.042, -0.002, -0.091, -0.111, -0.137, -0.134, 0.070, -0.081, -0.007, 0.043, -0.053, 0.098, 0.099, 0.099, 0.108, 0.112, 0.105, 0.123, 0.156, 0.124, 0.120, 0.129, 0.124, 0.118, 0.129, 0.220, -1.190, 0.179, 0.220, -0.246, -0.065, -0.589, -0.076, -0.087, 1.006, -0.365, -0.582, -0.084, -0.085, -0.063, -0.596, -0.067, -0.087, -0.078, 0.100, 0.072, 0.068, 0.100, 0.083, 0.068, 0.099, 0.066, 0.031, 0.053, 0.063, 0.100, 0.046, 0.096, 0.069, 0.072, 0.069, 0.101, 0.070, 0.069, 0.100, 0.067, 0.096, 0.077, 0.072, 0.066, 0.092, 0.695, -0.927, -0.191], "energy_ev": -80013.458, "molar_mass_da": 877.807, "charge": 1}

***

Record 2
{"formula": "C6H8N2O", "method": "the ωB97M-V functional and the def2-TZVPD basis", "species": ["C", "C", "C", "C", "C", "C", "N", "N", "O", "H", "H", "H", "H", "H", "H", "H", "H"], "positions_angstrom": [[1.6431, 0.2947, 0.6024], [2.6490, 0.3039, -0.4047], [-1.4293, 1.2706, -1.0710], [-1.1043, 1.0782, 0.1812], [2.5581, 0.6322, -1.8680], [-1.2179, 1.3225, 1.6122], [3.8760, -0.1589, -0.0217], [4.8259, -0.5892, 0.4842], [1.3177, 0.0460, 1.6811], [-2.4599, 1.6969, -1.3202], [-0.9779, 0.9229, -1.9570], [2.3876, 1.6351, -2.1313], [3.5677, 0.3599, -2.2720], [1.6840, -0.0169, -2.3680], [-2.0490, 1.9013, 1.8522], [-1.3386, 0.3001, 2.0062], [-0.3254, 1.9428, 1.7992]], "atomic_forces_ev_per_a": [[-0.12, 0.84, -3.40], [0.90, -0.29, 0.96], [-2.76, 0.66, 1.08], [0.99, 0.21, -1.67], [-0.95, -2.94, -0.86], [1.06, -1.00, -1.62], [2.57, -1.42, 1.89], [-3.68, 1.67, -1.73], [0.54, -0.80, 2.50], [1.06, -0.16, 0.41], [1.05, -0.51, -0.64], [-0.35, 1.44, 0.04], [-1.11, 0.04, -0.11], [2.12, 1.33, 0.90], [-1.79, 1.04, 0.47], [0.69, 0.73, 0.85], [-0.20, -0.85, 0.93]], "lowdin_charge": [-0.166, -0.308, -0.056, -0.147, -0.066, -0.120, -0.045, 0.237, 0.106, 0.070, 0.011, 0.042, 0.085, 0.122, 0.051, 0.095, 0.089], "relative_energy_kcal_mol": 162.2, "energy_ev": -11372.312, "molar_mass_da": 124.143}

***

| no. | largest force on an atom (Eh/bohr) |
| --- | --- |
| 1 | 0.095 |
| 2 | 0.086 |